# 1
C30H55Cl2N2O18 | ωB97M-V/def2-TZVPD

Geometry (Å):
C -3.473 -7.893 -3.154
C -2.951 -9.193 -2.625
Cl -3.847 -10.580 -3.030
C -1.864 -9.328 -1.853
Cl -1.358 -10.822 -1.190
C -1.044 -8.174 -1.515
N -0.805 -7.735 -0.280
C 0.007 -6.624 -0.348
C 0.271 -6.395 -1.653
N -0.390 -7.392 -2.366
H -2.718 -7.375 -3.728
H -3.778 -7.261 -2.329
H -4.287 -8.123 -3.825
H -1.163 -8.162 0.558
H 0.363 -6.033 0.473
H 0.845 -5.638 -2.139
H -0.378 -7.540 -3.364
C 0.042 -1.206 4.264
C 0.796 -2.509 4.421
O 0.860 -3.248 3.181
C 1.753 -2.805 2.309
O 2.504 -1.883 2.457
O 1.674 -3.572 1.208
C 2.544 -3.156 0.152
H -0.948 -1.388 3.844
H -0.070 -0.719 5.231
H 0.569 -0.522 3.600
H 0.279 -3.167 5.116
H 1.803 -2.346 4.802
H 3.569 -3.064 0.501
H 2.206 -2.209 -0.267
H 2.495 -3.926 -0.614
C 3.843 4.285 5.448
C 2.842 4.821 4.448
O 3.037 4.248 3.143
C 2.562 3.019 2.980
O 1.956 2.372 3.795
O 2.837 2.630 1.734
C 2.418 1.297 1.442
H 4.860 4.424 5.080
H 3.740 4.806 6.399
H 3.694 3.220 5.619
H 2.985 5.891 4.322
H 1.818 4.660 4.780
H 1.366 1.158 1.684
H 3.023 0.579 1.992
H 2.565 1.148 0.376
C 6.056 11.169 7.237
C 5.022 11.609 6.223
O 5.257 11.021 4.934
C 4.867 9.757 4.803
O 4.316 9.090 5.641
O 5.165 9.355 3.567
C 4.822 7.995 3.307
H 7.061 11.374 6.868
H 5.912 11.702 8.177
H 5.983 10.100 7.433
H 5.085 12.683 6.062
H 4.011 11.378 6.556
H 3.776 7.810 3.541
H 5.460 7.327 3.885
H 4.987 7.822 2.248
C 1.113 10.248 3.224
C -0.292 10.507 2.726
O -0.705 9.515 1.773
C -1.075 8.347 2.290
O -1.127 8.067 3.459
O -1.410 7.538 1.283
C -1.789 6.223 1.691
H 1.805 10.163 2.385
H 1.444 11.060 3.871
H 1.161 9.318 3.789
H -0.337 11.453 2.191
H -1.006 10.552 3.547
H -2.574 6.258 2.443
H -0.926 5.684 2.079
H -2.160 5.721 0.802
C 1.261 -6.912 -9.263
C 1.732 -5.844 -8.300
O 0.639 -5.025 -7.838
C -0.119 -5.549 -6.895
O 0.041 -6.611 -6.341
O -1.082 -4.672 -6.589
C -2.005 -5.178 -5.637
H 0.704 -6.463 -10.086
H 2.115 -7.452 -9.670
H 0.606 -7.628 -8.768
H 2.409 -5.156 -8.800
H 2.258 -6.271 -7.448
H -1.480 -5.563 -4.761
H -2.615 -5.962 -6.084
H -2.652 -4.365 -5.323
C -8.883 -6.395 -4.161
C -8.104 -5.601 -3.135
O -6.797 -5.238 -3.618
C -6.776 -4.205 -4.461
O -7.718 -3.553 -4.812
O -5.508 -4.008 -4.838
C -5.342 -2.961 -5.803
H -8.310 -7.264 -4.486
H -9.826 -6.736 -3.736
H -9.100 -5.791 -5.040
H -7.922 -6.205 -2.247
H -8.643 -4.707 -2.825
H -5.792 -2.031 -5.466
H -5.773 -3.259 -6.757
H -4.273 -2.814 -5.927

Summary:
- E_LUMO (eV) = -3.39
- HOMO-LUMO gap (eV) = 8.4
- calculated total energy (hartree) = -3560.18067
- charge = +1

# 2
C30H55Cl3N5O4PSe2Si2V | ωB97M-V/def2-TZVPD

Geometry (Å):
V 0.355 -0.420 0.630
O 4.411 -0.662 4.523
C 4.999 -0.393 3.363
O 6.170 -0.084 3.304
C 4.147 -0.476 2.155
C 4.592 -0.276 0.861
N 3.536 -0.360 0.039
N 2.429 -0.643 0.723
C 2.766 -0.721 2.000
C 1.698 -1.275 2.916
O 1.946 -1.348 4.132
O 0.644 -1.657 2.324
H 3.442 -0.925 4.401
H 5.586 -0.087 0.494
H 3.536 -0.629 -0.979
C 2.964 -5.159 -1.073
Se 2.723 -3.643 0.104
C 2.528 -4.728 1.726
C 1.244 -5.544 1.790
Se -0.309 -4.555 2.448
C -1.554 -5.951 1.950
H 3.741 -5.824 -0.693
H 3.263 -4.738 -2.031
H 2.026 -5.699 -1.200
H 2.625 -4.061 2.584
H 3.383 -5.410 1.751
H 1.366 -6.401 2.459
H 0.981 -5.921 0.800
H -1.297 -6.899 2.423
H -1.561 -6.063 0.865
H -2.548 -5.646 2.274
C -0.622 1.217 3.025
C -1.834 0.531 2.461
C -3.034 0.674 3.134
C -4.144 0.021 2.620
C -4.022 -0.750 1.494
C -2.764 -0.895 0.849
N -1.696 -0.203 1.345
N -2.617 -1.673 -0.266
Si -4.058 -2.427 -0.957
C -3.881 -3.398 -2.534
C -4.756 -3.674 0.280
C -5.315 -1.065 -1.350
H -0.918 2.138 3.531
H 0.094 1.472 2.241
H -0.133 0.566 3.753
H -3.084 1.285 4.024
H -5.110 0.112 3.105
H -4.895 -1.246 1.102
H -3.100 -4.151 -2.475
H -3.674 -2.769 -3.396
H -4.850 -3.895 -2.673
H -4.378 -4.664 0.010
H -5.849 -3.709 0.245
H -4.457 -3.480 1.310
H -4.944 -0.090 -1.028
H -6.287 -1.223 -0.875
H -5.472 -1.021 -2.430
C -1.962 3.229 0.005
C -0.628 3.952 -0.271
C -0.072 4.384 1.095
C -0.908 5.219 -1.085
P 0.570 2.665 -1.016
N 0.426 1.320 -0.290
C 2.323 3.383 -0.850
C 2.495 4.874 -1.160
C 3.233 2.601 -1.813
C 2.824 3.096 0.578
C 0.188 2.530 -2.858
C 0.906 1.282 -3.416
C 0.536 3.731 -3.743
C -1.323 2.267 -2.969
H -2.466 3.704 0.852
H -1.791 2.180 0.246
H -2.636 3.273 -0.850
H -0.870 4.887 1.651
H 0.758 5.084 1.011
H 0.261 3.531 1.683
H -1.534 5.889 -0.483
H -1.454 5.006 -2.003
H -0.002 5.767 -1.346
H 2.111 5.149 -2.142
H 3.566 5.110 -1.153
H 2.021 5.518 -0.420
H 3.136 2.950 -2.841
H 3.032 1.533 -1.803
H 4.273 2.753 -1.510
H 2.554 3.887 1.277
H 3.914 3.014 0.573
H 2.420 2.153 0.949
H 1.890 1.523 -3.815
H 0.309 0.863 -4.228
H 1.026 0.489 -2.679
H 1.612 3.889 -3.817
H 0.076 4.665 -3.418
H 0.174 3.521 -4.755
H -1.642 1.479 -2.289
H -1.540 1.929 -3.985
H -1.916 3.163 -2.779
Cl -0.856 -4.024 -1.165
Si -0.852 -1.818 -0.934
Cl -1.345 -1.344 -3.021
Cl 3.137 -1.742 -2.615

Summary:
- multiplicity = 2
- E_LUMO (spin up / spin down) (eV) = 4.08 / 4.07
- HOMO-LUMO gap (spin up / spin down) (eV) = 5.4 / 4.8
- calculated total energy (hartree) = -9799.02875
- charge = -2
- ⟨S²⟩ = 0.828

# 3
C30H55N11O3 | ωB97M-V/def2-TZVPD

Geometry (Å):
N -0.065 0.057 1.219
O 0.634 0.707 1.984
O -1.235 0.069 1.383
O 0.356 -0.493 0.240
C 7.295 -4.241 -2.040
C 6.990 -3.420 -3.306
N 5.584 -2.883 -3.198
C 4.839 -2.403 -4.256
C 3.570 -2.045 -3.839
N 3.504 -2.276 -2.464
C 4.804 -2.668 -2.070
C 2.365 -1.949 -1.739
H 6.716 -5.164 -2.002
H 7.314 -3.647 -1.127
H 8.304 -4.613 -2.213
H 7.128 -4.010 -4.212
H 7.602 -2.518 -3.311
H 5.305 -2.341 -5.229
H 2.684 -1.713 -4.360
H 5.195 -2.747 -1.066
H 2.506 -2.127 -0.673
H 1.520 -2.528 -2.111
H 2.176 -0.932 -2.081
C -7.457 -3.569 1.338
C -6.266 -3.361 2.285
N -5.770 -2.022 2.300
C -5.361 -1.312 1.133
C -4.706 -0.111 1.605
N -4.667 -0.162 2.996
C -5.233 -1.363 3.369
C -3.919 0.773 3.806
H -7.045 -3.589 0.329
H -8.127 -2.716 1.448
H -8.065 -4.437 1.592
H -5.418 -3.993 2.020
H -6.537 -3.756 3.263
H -5.587 -1.639 0.129
H -4.237 0.678 1.036
H -5.326 -1.644 4.407
H -4.068 0.598 4.871
H -4.049 1.807 3.488
H -2.841 0.701 3.655
C 0.033 3.904 -1.398
C 0.640 3.220 -0.152
N 0.185 3.915 1.064
C 0.342 5.244 1.408
C -0.363 5.617 2.566
N -0.950 4.418 2.950
C -0.635 3.439 2.045
C -1.855 4.166 4.077
H 0.067 3.313 -2.313
H 0.488 4.877 -1.583
H -1.021 4.126 -1.234
H 1.725 3.203 -0.264
H 0.215 2.217 -0.120
H 0.856 5.824 0.656
H -0.427 6.557 3.094
H -1.108 2.470 2.100
H -2.456 3.258 4.027
H -2.471 5.037 4.299
H -1.122 4.041 4.874
C -6.755 1.363 -2.248
C -5.627 1.703 -3.222
N -4.373 1.185 -2.720
C -3.590 1.776 -1.790
C -2.562 0.846 -1.459
N -2.754 -0.278 -2.278
C -3.907 -0.085 -2.996
C -1.905 -1.439 -2.434
H -7.725 1.851 -2.340
H -6.375 1.565 -1.246
H -6.966 0.298 -2.149
H -5.494 2.755 -3.474
H -5.946 1.193 -4.131
H -3.849 2.782 -1.492
H -1.687 0.901 -0.829
H -4.251 -0.710 -3.808
H -0.960 -1.229 -1.932
H -1.532 -1.617 -3.443
H -2.280 -2.312 -1.899
C 4.206 1.491 -0.874
C 4.442 1.529 0.668
N 4.678 0.196 1.276
C 3.800 -0.571 1.999
C 4.478 -1.653 2.517
N 5.760 -1.580 2.017
C 5.911 -0.384 1.338
C 6.789 -2.602 2.020
H 3.947 2.478 -1.257
H 3.354 0.886 -1.187
H 5.152 1.185 -1.320
H 3.578 1.894 1.223
H 5.273 2.186 0.923
H 2.752 -0.310 2.028
H 4.086 -2.485 3.084
H 6.747 -0.049 0.743
H 7.279 -2.552 2.992
H 7.442 -2.479 1.156
H 6.311 -3.567 1.850

Summary:
- multiplicity = 2
- E_LUMO (spin up / spin down) (eV) = -13.44 / -17.68
- HOMO-LUMO gap (spin up / spin down) (eV) = 6.4 / 2.2
- calculated total energy (hartree) = -2002.03388
- charge = +5
- ⟨S²⟩ = 0.766

# 4
C30H56BN2P2PdS3 | ωB97M-V/def2-TZVPD

Geometry (Å):
Pd 0.094 0.155 -0.222
C -3.758 -1.721 -3.465
C -2.439 -1.083 -3.028
C -1.941 -0.124 -4.119
C -1.373 -2.172 -2.817
P -2.482 -0.143 -1.410
C -3.071 -1.431 -0.204
N -1.962 -2.048 0.485
B -0.632 -1.561 0.623
N 0.064 -2.512 1.419
C 1.426 -2.452 1.897
P 2.229 -0.860 1.369
C 3.123 -0.400 2.957
C 4.221 0.632 2.671
C 3.722 -1.584 3.728
C 2.015 0.264 3.792
C 3.414 -1.440 0.029
C 3.898 -0.176 -0.709
C 2.589 -2.270 -0.967
C 4.608 -2.255 0.515
C -0.826 -3.539 1.769
C -0.633 -4.682 2.526
C -1.719 -5.532 2.715
C -2.961 -5.243 2.159
C -3.155 -4.097 1.393
C -2.074 -3.252 1.202
C -3.942 1.037 -1.264
C -3.859 2.108 -2.359
C -3.766 1.681 0.142
C -5.319 0.373 -1.343
H -3.572 -2.357 -4.338
H -4.488 -0.966 -3.760
H -4.204 -2.352 -2.695
H -1.735 -0.689 -5.033
H -1.015 0.377 -3.816
H -2.678 0.641 -4.364
H -1.118 -2.621 -3.782
H -1.717 -2.969 -2.151
H -0.457 -1.754 -2.392
H -3.646 -2.193 -0.731
H -3.740 -0.949 0.510
H 2.007 -3.296 1.522
H 1.428 -2.513 2.983
H 5.086 0.179 2.182
H 4.564 1.059 3.618
H 3.859 1.445 2.041
H 4.299 -2.254 3.090
H 2.963 -2.169 4.249
H 4.403 -1.192 4.491
H 1.661 1.182 3.314
H 2.395 0.512 4.788
H 1.150 -0.395 3.920
H 3.046 0.350 -1.148
H 4.582 -0.454 -1.517
H 4.414 0.521 -0.045
H 1.630 -1.794 -1.192
H 2.379 -3.278 -0.606
H 3.142 -2.360 -1.906
H 5.274 -1.669 1.150
H 5.190 -2.587 -0.352
H 4.297 -3.148 1.062
H 0.334 -4.911 2.961
H -1.597 -6.430 3.308
H -3.789 -5.920 2.330
H -4.129 -3.866 0.974
H -2.872 2.566 -2.406
H -4.596 2.892 -2.160
H -4.088 1.688 -3.341
H -2.741 1.629 0.513
H -4.405 1.194 0.881
H -4.046 2.739 0.110
H -5.541 0.008 -2.346
H -6.077 1.120 -1.092
H -5.433 -0.457 -0.642
C -0.357 5.705 -0.125
C -1.153 4.645 -0.892
S -0.545 2.936 -0.898
C 0.989 2.993 -1.874
C 2.232 3.580 -1.163
S 2.479 2.927 0.511
C 2.932 4.389 1.484
C 1.988 5.594 1.404
S 0.211 5.221 1.538
H -0.987 6.584 -0.003
H 0.521 6.003 -0.692
H -1.253 4.945 -1.937
H -2.153 4.536 -0.471
H 0.793 3.557 -2.788
H 1.159 1.953 -2.158
H 2.127 4.661 -1.091
H 3.126 3.368 -1.748
H 3.940 4.700 1.212
H 2.955 3.993 2.501
H 2.132 6.141 0.474
H 2.237 6.276 2.216

Summary:
- multiplicity = 3
- E_LUMO (spin up / spin down) (eV) = -2.34 / -4.97
- HOMO-LUMO gap (spin up / spin down) (eV) = 6.8 / 5.3
- calculated total energy (hartree) = -3316.03686
- charge = +1
- ⟨S²⟩ = 2.008